This record from the OMol25 dataset describes a cluster of 2 separate species, CH2P2S in total in a non-equilibrium geometry. The level of theory is ωB97M-V/def2-TZVPD.

Computed properties:
largest force on an atom	3.45	eV Å⁻¹
HOMO-LUMO gap (spin up / spin down)	6.9 / 5.9	eV
ΔE to the lowest compared entry with this formula, charge and spin	326.83	kJ/mol
DFT total energy	-30477.01218	eV
lowest unoccupied orbital energy (spin up / spin down)	-1.7 / -1.9	eV

```
6
Properties=species:S:1:pos:R:3:forces:R:3
C 0.424984 0.712464 1.000053 2.23 0.61 -0.16
P 0.994386 0.426581 -0.460037 1.29 0.03 -1.26
P -2.096998 -0.837847 0.095566 0.40 -0.60 -1.59
S -1.192779 -1.331464 -1.528277 -1.07 0.14 1.22
H -0.517494 0.376555 1.190218 -2.95 -0.42 1.74
H 2.387901 0.653711 -0.297523 0.10 0.24 0.04
```
Positions in Å, forces in eV/Å.